The following is a DFT calculation (ωB97M-V with the def2-TZVPD basis set) of a single C2H3ClF2O molecule in a non-equilibrium geometry.

The geometry in XYZ format:
```
9
Properties=species:S:1:pos:R:3:forces:R:3:mulliken_charge:R:1
C 0.2247 0.3803 0.3649 -2.84 0.64 -0.10 -0.705
O 1.2855 1.0021 -0.2460 4.54 -1.18 0.63 -0.341
C 2.6897 0.2912 0.1174 -4.10 2.81 -2.74 0.666
F 2.6915 0.1153 1.3917 0.59 -0.59 1.08 -0.171
F 3.5349 1.2501 -0.2431 0.17 -0.93 0.18 -0.183
Cl 2.8733 -1.2048 -0.8313 0.07 0.78 0.68 -0.113
H 0.3715 0.0356 1.3697 0.35 0.44 0.92 0.324
H -0.0198 -0.5344 -0.1482 -0.59 -0.37 -0.65 0.311
H -0.6860 1.1323 0.3457 1.82 -1.61 0.00 0.211
```
Positions in Å, forces in eV/Å.

Computed properties:
- Orbital gap: 0.417 Eh
- Maximum force: 5.7 eV/Å
- E_HOMO: -10.62 eV
- Multiplicity: 1
- SMILES: COC(F)(F)Cl
- Energy relative to the best compared isomer or geometry (same formula, charge and spin): 96.1 kJ/mol
- Calculated total energy: -813.1287 Ha


The following is a DFT calculation (ωB97M-V with the def2-TZVPD basis set) of a molecular structure, C30H28F3N2O4S2 in a non-equilibrium geometry.

The geometry in XYZ format:
```
69
Properties=species:S:1:pos:R:3:forces:R:3:mulliken_charge:R:1
C 6.2041 -4.3959 2.2513 0.07 0.05 0.02 -1.381
C 5.2728 -3.2167 2.1404 -0.19 0.18 0.04 1.058
C 5.2564 -2.4589 0.9675 -0.24 0.37 0.11 -0.772
C 4.4219 -1.3444 0.8418 -0.15 -0.29 0.14 -0.155
C 3.5337 -0.9904 1.8718 0.11 -0.83 -0.13 -0.392
S 2.4410 0.4499 1.6691 -1.14 -0.01 -1.43 1.349
N 1.3499 0.0417 0.5241 3.45 -1.83 0.10 -0.065
C 0.1144 0.5107 0.2616 0.01 5.36 3.20 -0.788
C -1.0504 -0.1290 0.9490 -0.43 0.17 0.72 0.478
C -2.3354 0.4430 0.9406 1.19 0.37 -1.08 -0.989
C -3.4502 -0.3114 1.1446 -1.77 -0.61 0.47 -0.016
C -3.3716 -1.6005 1.7122 1.01 0.99 -0.32 0.864
N -4.5069 -2.3579 1.9156 -0.90 -1.12 0.09 0.121
C -5.7290 -2.1581 1.1602 0.78 0.21 -0.49 -1.151
C -4.6766 -3.1856 3.0923 -0.13 0.30 -0.09 -1.001
C -2.0754 -2.0737 2.0294 -0.99 -0.33 -0.06 -0.535
C -0.9409 -1.3844 1.6380 0.51 0.74 -1.22 -1.044
O 1.9300 0.6957 3.0081 -0.11 0.09 -0.26 -0.819
O 3.3601 1.4245 1.1001 -0.03 -0.04 0.45 -0.673
C 3.5760 -1.7373 3.0629 -0.21 0.15 -0.42 -0.416
C 4.4315 -2.8389 3.1907 0.13 0.15 -0.31 -0.755
H 6.1441 -4.8447 3.2443 0.04 -0.03 -0.07 0.339
H 5.9691 -5.1636 1.5070 -0.02 0.05 0.09 0.304
H 7.2407 -4.0836 2.0751 -0.14 -0.07 0.07 0.322
H 5.9190 -2.7476 0.1472 -0.18 0.18 0.18 0.341
H 4.4609 -0.7570 -0.0713 -0.11 -0.01 0.20 0.394
H 0.2614 1.8273 0.3361 -0.41 -1.39 3.23 0.101
H -2.4412 1.4798 0.6157 -0.11 -0.54 0.17 0.655
H -4.4378 0.0998 0.8344 0.75 -0.24 0.62 0.339
H -5.4820 -1.9390 0.0963 -0.19 -0.11 0.67 0.372
H -6.3201 -3.0803 1.1949 0.09 0.13 -0.02 0.320
H -6.3455 -1.3407 1.5457 -0.15 0.13 0.04 0.337
H -3.7208 -3.3371 3.5994 -0.27 -0.01 -0.07 0.306
H -5.3877 -2.7173 3.8051 0.26 -0.16 -0.10 0.299
H -5.1015 -4.1538 2.7943 0.16 0.02 0.19 0.309
H -2.0151 -3.0715 2.4858 0.30 0.51 -0.20 0.293
H 0.0415 -1.8686 1.7286 -0.43 0.46 0.05 0.351
H 2.9257 -1.4607 3.8889 0.04 0.05 -0.20 0.434
H 4.4584 -3.4219 4.1156 -0.10 0.26 -0.22 0.259
F -5.0351 5.7781 -0.6577 -0.14 -0.72 -0.78 -0.280
C -5.0386 4.7433 -1.5559 0.19 0.11 0.12 0.771
F -6.1408 3.9850 -1.2811 0.68 0.58 -0.29 -0.268
F -5.2271 5.2919 -2.7958 -0.10 -0.27 0.84 -0.258
C -3.7507 3.9373 -1.4932 -0.82 0.52 0.09 0.421
C -3.7452 2.6261 -1.9286 0.62 -0.35 -0.01 -0.842
C -2.5628 1.8890 -1.8282 -0.33 -0.26 0.15 0.087
C -1.4292 2.4002 -1.1835 0.26 -0.22 -0.45 -0.879
C -0.1789 1.5080 -0.9976 -0.50 -2.82 -4.49 -0.340
S 1.1595 2.5281 -1.8900 0.89 -1.16 0.42 1.611
C 2.1638 1.3909 -2.8666 0.26 -0.15 0.03 -0.291
C 2.9293 0.4527 -2.1798 -0.05 0.00 -0.27 0.585
C 3.6907 -0.4704 -2.8961 -0.05 0.24 -0.26 -0.299
C 3.7441 -0.3990 -4.2927 -0.27 0.23 0.32 -0.587
C 3.0344 0.6031 -4.9674 0.07 0.03 0.06 -0.490
C 2.2435 1.5141 -4.2630 -0.02 -0.48 0.56 -0.485
O 0.5266 3.3309 -2.9017 -0.46 0.33 -0.04 -0.688
O 1.9774 3.1168 -0.8726 0.08 0.53 0.05 -0.610
C -1.4282 3.7739 -0.8941 -0.11 0.29 0.61 0.123
C -2.5924 4.5342 -1.0309 0.32 -0.37 0.02 -0.922
H -4.6502 2.1785 -2.3177 0.07 -0.04 -0.08 0.425
H -2.5532 0.8629 -2.2029 0.05 0.26 0.28 0.339
H -0.1774 0.6391 -1.7040 -0.76 1.10 -1.25 0.628
H 2.8993 0.4594 -1.0973 -0.09 -0.14 0.02 -0.275
H 4.2395 -1.2363 -2.3503 -0.05 0.14 -0.19 0.447
H 4.3430 -1.1172 -4.8484 -0.11 0.14 0.05 0.372
H 3.0948 0.6789 -6.0561 0.00 -0.03 0.35 0.346
H 1.6942 2.2972 -4.7663 -0.06 -0.05 0.01 0.489
H -0.5472 4.3197 -0.5335 -0.21 -0.63 -0.03 0.462
H -2.6078 5.5819 -0.7609 0.13 -0.05 0.03 0.411
```
Positions in Å, forces in eV/Å.

Computed properties:
- Orbital gap: 0.226 Eh
- Maximum force: 6.2 eV/Å
- E_HOMO: -3.62 eV
- Multiplicity: 1
- Net charge: -1
- Energy relative to the best compared isomer or geometry (same formula, charge and spin): 284.0 kJ/mol
- Calculated total energy: -2666.3054 Ha


The following is a DFT calculation (ωB97M-V with the def2-TZVPD basis set) of 2 unconnected molecules or ions with the total composition H4OS2 in a non-equilibrium geometry.

The geometry in XYZ format:
```
7
Properties=species:S:1:pos:R:3:forces:R:3:mulliken_charge:R:1
S -0.1383 2.7677 0.0443 0.00 -0.68 -0.34 0.185
S 0.4204 1.2035 -1.1226 0.30 1.78 -0.47 0.285
H -0.8098 1.9973 0.9421 0.17 0.33 -0.06 0.297
H 0.0517 0.3416 -0.2339 -0.33 -1.34 0.89 0.195
H 0.4766 -2.3569 -0.5321 0.20 -0.46 -0.57 0.328
H -0.3534 -1.6678 0.4919 -1.14 0.36 0.42 0.298
O 0.3528 -2.2855 0.4102 0.81 0.01 0.13 -0.587
```
Positions in Å, forces in eV/Å.

Computed properties:
- Orbital gap (alpha / beta): 0.352 / 0.235 Eh
- Maximum force: 1.9 eV/Å
- E_HOMO (alpha / beta): -15.53 / -15.53 eV
- Multiplicity: 2
- Net charge: +1
- Energy relative to the best compared isomer or geometry (same formula, charge and spin): 45.0 kJ/mol
- Calculated total energy: -873.6523 Ha


The following is a DFT calculation (ωB97M-V with the def2-TZVPD basis set) of a single C2H7N3OS molecule in a non-equilibrium geometry.

The geometry in XYZ format:
```
14
Properties=species:S:1:pos:R:3:forces:R:3:mulliken_charge:R:1
N -1.0466 2.1263 -0.0552 0.22 -0.57 0.20 -0.664
N -0.1184 1.2505 -0.5744 0.23 0.33 -1.99 -0.213
C 0.1857 0.1692 -0.0244 -0.36 -0.11 0.84 0.524
C 1.0499 -0.8007 -0.7979 -0.19 -0.10 1.04 -0.637
S 0.0755 -2.1738 -1.5154 0.22 0.19 0.22 -0.200
N -0.2567 -0.1142 1.3054 0.53 0.18 -0.99 -0.330
O -0.1279 -1.4855 1.5319 0.23 -0.62 1.28 -0.396
H -0.9235 2.2240 0.9364 -0.03 0.44 0.63 0.217
H -0.8424 2.9865 -0.5253 -0.28 0.56 0.10 0.275
H 1.5349 -0.2827 -1.6003 0.09 0.45 -0.30 0.324
H 1.8349 -1.1901 -0.1454 -0.20 -0.33 -0.16 0.330
H -0.5891 -1.3484 -2.3281 -0.11 -0.04 -0.15 0.136
H -1.2213 0.1737 1.4712 0.07 -0.31 -0.25 0.279
H 0.4449 -1.5348 2.3215 -0.41 -0.05 -0.49 0.353
```
Positions in Å, forces in eV/Å.

Computed properties:
- Orbital gap: 0.343 Eh
- Maximum force: 2.0 eV/Å
- E_HOMO: -8.54 eV
- Multiplicity: 1
- SMILES: N/N=C(/CS)NO
- Energy relative to the best compared isomer or geometry (same formula, charge and spin): 195.6 kJ/mol
- Calculated total energy: -718.0014 Ha


The following is a DFT calculation (ωB97M-V with the def2-TZVPD basis set) of a molecular structure, C31H21AuN7O2S3Se in a non-equilibrium geometry.

The geometry in XYZ format:
```
66
Properties=species:S:1:pos:R:3:forces:R:3:mulliken_charge:R:1
Au 0.1897 0.0315 -0.0445 0.34 0.59 0.34 0.902
N 2.5852 -3.1965 6.7174 0.01 0.06 -0.04 -0.473
C 1.6805 -2.6871 5.8384 -0.08 0.06 -0.01 1.195
C 1.8627 -1.3963 5.3119 -0.06 -0.06 -0.08 -0.959
C 0.9415 -0.8676 4.4376 0.04 0.03 0.04 -0.399
C -0.1780 -1.6136 4.0934 -0.40 0.10 -0.53 -0.328
C -0.3745 -2.8953 4.5912 -0.10 -0.04 -0.02 -0.321
C 0.5493 -3.4291 5.4607 0.10 0.02 0.09 -0.786
S -1.3331 -0.9444 2.9539 0.32 0.01 0.12 1.150
O -2.5649 -1.6569 3.0037 -0.03 -0.18 -0.03 -0.695
O -1.3715 0.4866 3.1094 0.40 -0.03 0.12 -0.760
N -0.6553 -1.1695 1.4256 0.23 0.52 -0.09 -0.048
C -0.7745 -2.3513 0.7624 0.00 -1.09 -0.50 0.514
N -0.3838 -2.2563 -0.5236 -0.18 0.38 -0.03 -0.302
C -0.4996 -3.3196 -1.3060 0.04 -0.21 -0.06 -0.065
C -1.0061 -4.5136 -0.8306 0.06 0.09 0.06 -0.911
C -1.3322 -4.5339 0.5222 0.05 -0.01 -0.21 -0.093
N -1.2007 -3.4818 1.3113 -0.05 0.28 0.51 -0.360
H 3.4076 -2.6726 6.9474 0.05 -0.06 0.06 0.190
H 2.4794 -4.1165 7.0989 0.02 -0.02 0.01 0.187
H 2.7320 -0.8217 5.5959 0.08 0.06 0.00 0.293
H 1.0672 0.1238 4.0236 0.10 0.03 0.07 0.546
H -1.2549 -3.4482 4.2924 0.03 -0.03 0.02 0.485
H 0.4104 -4.4200 5.8744 -0.05 -0.01 -0.04 0.305
H -0.1695 -3.2010 -2.3320 -0.05 -0.03 -0.01 0.459
H -1.1152 -5.3768 -1.4678 -0.02 -0.02 0.02 0.386
H -1.7101 -5.4332 0.9962 0.04 -0.02 -0.03 0.446
S 3.4424 -1.1164 -4.5735 -0.04 0.31 -0.06 -0.127
C 4.3972 -1.0605 -5.9847 -0.01 -0.06 0.04 -0.354
C 4.3405 0.1548 -6.5931 0.09 -0.11 -0.09 -0.593
C 3.5085 1.0656 -5.9063 -0.17 0.08 0.19 -0.472
C 2.9408 0.5346 -4.7773 0.28 -0.37 -0.20 0.335
C 2.0715 1.1888 -3.8106 -0.28 0.29 0.19 0.487
C 1.6350 0.4955 -2.6667 0.06 -0.01 -0.26 0.143
N 0.8720 1.0420 -1.7416 0.12 -0.35 0.47 -0.336
C 0.4697 2.3252 -1.8583 0.05 0.22 -0.32 0.062
C 0.8349 3.0964 -2.9718 -0.03 -0.18 0.14 0.753
C 0.3539 4.4437 -3.0555 -0.08 0.15 0.01 -1.168
C -0.4329 4.9669 -2.0891 0.04 0.01 -0.10 -1.085
C -0.8272 4.1887 -0.9513 0.11 -0.31 0.02 0.837
C -1.6788 4.6598 0.0572 -0.11 -0.18 0.22 -0.481
C -2.0468 3.8366 1.1101 0.31 0.17 -0.43 0.490
C -1.5039 2.5293 1.1305 -0.16 0.15 0.05 -0.232
N -0.7069 2.0834 0.1895 -0.13 -0.66 0.04 -0.426
C -0.3624 2.8716 -0.8495 -0.17 0.41 0.00 -0.397
C -2.9489 4.2484 2.1689 -0.30 0.24 0.31 0.148
C -3.3333 3.5295 3.2748 0.19 -0.03 -0.22 -0.190
C -4.2256 4.2362 4.1076 -0.13 0.11 0.10 -0.685
C -4.5141 5.4784 3.6299 0.01 0.03 -0.03 -0.326
S -3.7070 5.8099 2.1649 0.12 -0.29 0.03 -0.187
C 1.6436 2.5027 -3.9466 0.03 -0.22 0.02 -0.431
H 4.9560 -1.9318 -6.2854 -0.01 0.01 -0.02 0.439
H 4.8796 0.3891 -7.4983 -0.01 0.01 0.00 0.403
H 3.3422 2.0790 -6.2418 0.02 0.01 0.01 0.351
H 1.9218 -0.5359 -2.5163 -0.01 0.02 0.04 0.309
H 0.6282 5.0291 -3.9233 0.01 0.03 0.03 0.459
H -0.7971 5.9836 -2.1595 0.02 0.01 -0.04 0.462
H -2.0556 5.6733 -0.0056 0.00 0.02 -0.01 0.489
H -1.7220 1.8395 1.9339 -0.04 0.07 -0.12 0.120
H -2.9824 2.5302 3.4938 -0.01 0.00 0.00 0.512
H -4.6392 3.8431 5.0238 0.01 -0.01 0.00 0.412
H -5.1621 6.2228 4.0633 0.00 -0.01 0.01 0.460
H 1.9206 3.0838 -4.8164 0.05 0.00 0.01 0.421
Se 2.7042 -0.9939 0.1305 -0.80 -0.38 -0.34 0.051
C 3.3438 -0.1516 1.5839 0.08 0.27 0.42 0.227
N 3.7855 0.3520 2.5229 0.01 0.10 0.12 -0.439
```
Positions in Å, forces in eV/Å.

Computed properties:
- Orbital gap (alpha / beta): 0.185 / 0.166 Eh
- Maximum force: 1.2 eV/Å
- E_HOMO (alpha / beta): -10.09 / -10.09 eV
- Multiplicity: 1
- Net charge: +1
- Energy relative to the best compared isomer or geometry (same formula, charge and spin): 150.8 kJ/mol
- Calculated total energy: -5459.1542 Ha


The following is a DFT calculation (ωB97M-V with the def2-TZVPD basis set) of 2 unconnected molecules or ions with the total composition C5H10SSi in a non-equilibrium geometry.

The geometry in XYZ format:
```
17
Properties=species:S:1:pos:R:3:forces:R:3:mulliken_charge:R:1
C 3.4876 -0.5428 -1.3965 -0.65 0.45 2.37 0.189
C 3.0800 -0.1741 -0.3103 0.54 0.31 -0.91 -0.054
C -2.5188 0.4238 -1.2183 -1.83 1.37 1.27 -1.040
C -1.0064 -0.9729 1.1683 -2.66 -1.04 -0.72 -1.076
C 2.5438 0.3527 0.8720 -3.27 -1.70 -3.41 -0.991
Si -1.3817 0.6768 0.3005 0.65 0.11 -1.73 0.539
S 0.4006 1.7214 -0.4396 1.09 -1.41 1.22 -0.296
H 3.8862 -1.0250 -2.2206 0.43 -0.40 -1.17 0.454
H -2.0610 0.2492 -2.1339 1.40 -0.79 -1.48 0.366
H -3.0735 -0.4725 -0.9140 -0.36 0.13 -0.41 0.276
H -3.2565 1.2660 -1.5485 1.13 -1.30 1.35 0.286
H -0.2215 -0.8384 1.8300 1.71 0.24 1.33 0.332
H -1.8464 -1.4589 1.8100 1.12 1.06 -1.28 0.301
H -0.7103 -1.7259 0.4106 -0.09 0.39 0.35 0.313
H 2.9704 1.0682 1.4364 1.49 2.38 1.62 0.370
H 1.7389 -0.2250 1.2760 -0.09 -0.23 0.52 0.200
H -2.0315 1.6776 1.0778 -0.58 0.42 1.08 -0.168
```
Positions in Å, forces in eV/Å.

Computed properties:
- Orbital gap (alpha / beta): 0.233 / 0.233 Eh
- Maximum force: 5.0 eV/Å
- E_HOMO (alpha / beta): -8.46 / -8.46 eV
- Multiplicity: 1
- Energy relative to the best compared isomer or geometry (same formula, charge and spin): 242.2 kJ/mol
- Calculated total energy: -884.0336 Ha